Computed, not measured: a structure of composition C27H63N7O9Pt at a distorted geometry, with wB97M-V/def2-TZVPD.

HOMO level (spin up / spin down)	-6.6 / -6.4	eV
2S+1	3
strongest force on any atom	0.089	Eh/bohr
LUMO level (spin up / spin down)	0.22 / 0.22	eV
relative energy (zero: lowest compared OMol25 entry of this formula, charge and spin)	340.2	kJ/mol

Cartesian coordinates (Å):
Pt 0.66 0.29 -0.31
O 0.30 -1.92 0.06
O -0.21 0.47 1.82
O 1.58 -0.30 -2.32
O -1.51 0.58 -1.23
O -1.69 -4.54 6.09
O 2.73 0.55 0.51
O 0.79 2.49 -0.37
O -3.06 4.66 1.55
O -1.98 -1.79 -7.38
N -3.93 2.69 2.22
N -3.23 -0.88 -1.06
N -1.48 -1.61 -5.13
N 0.27 0.93 3.93
N 2.56 0.02 -4.43
N -2.04 -3.18 4.24
N 4.97 1.30 0.28
C 4.83 2.08 -0.96
C -2.67 0.22 -1.58
C 2.38 -2.97 0.95
C -0.45 1.06 2.82
C 2.02 4.47 0.37
C -4.57 -1.20 -1.43
C -4.53 3.14 3.48
C 0.60 4.36 -1.84
C -0.27 1.54 5.09
C 1.44 0.06 4.14
C 3.92 0.60 0.85
C -2.71 -1.68 0.09
C 3.30 -0.65 -5.57
C 0.74 3.89 -0.37
C 0.69 -4.40 -0.10
C -1.81 -2.25 -6.24
C -1.88 -1.91 4.92
C -1.00 -2.33 -3.96
C 2.35 1.49 -4.55
C -3.14 3.40 1.41
C 6.34 1.03 0.73
C -1.89 -4.35 4.89
C 2.00 -0.72 -3.45
C -1.28 -0.11 -5.06
C 1.23 -3.03 -0.05
C -1.87 -3.11 2.83
C -4.13 1.26 1.95
H -1.31 -2.22 2.55
H -4.77 4.20 3.54
H 3.76 2.31 -0.90
H 4.22 -0.09 1.65
H 1.49 -5.06 -0.45
H -5.19 1.20 2.20
H 1.68 1.82 -5.34
H -4.57 -2.29 -1.43
H -2.43 -1.07 4.48
H 1.26 3.82 -2.52
H -4.73 -0.74 -2.41
H 5.04 1.68 -1.95
H -0.45 4.45 -2.09
H 0.47 -4.65 0.94
H -0.26 -4.63 -0.58
H 1.99 -3.29 1.92
H -1.72 0.43 -5.90
H -1.87 -5.22 4.22
H -1.99 -1.20 0.75
H 5.43 2.99 -0.85
H -0.22 0.14 -5.17
H 2.22 4.00 1.34
H -1.71 -2.70 -3.23
H 1.81 5.49 0.69
H -0.62 0.78 5.79
H 2.20 -1.80 -3.54
H -0.13 4.14 0.23
H -3.98 2.94 4.40
H -2.00 -3.31 -6.01
H -0.34 -3.18 -4.09
H 1.38 -0.51 5.07
H 3.32 1.89 -4.84
H -0.33 -1.67 -3.40
H 6.83 0.38 0.00
H 2.35 0.63 4.30
H -0.81 -1.72 4.78
H 1.58 -0.66 3.33
H -1.27 1.79 2.87
H 2.14 1.92 -3.57
H 6.27 0.46 1.66
H -5.21 -0.65 -0.74
H -1.34 -3.90 2.30
H 3.05 -3.78 0.65
H 0.49 2.08 5.66
H -2.77 -3.05 2.22
H 7.00 1.89 0.81
H 4.10 0.00 -5.92
H 2.92 4.45 -0.24
H -3.41 0.74 2.60
H 2.83 -1.98 1.00
H -2.26 -2.52 -0.43
H -3.60 -1.80 0.71
H 2.66 -0.96 -6.39
H 0.94 5.40 -1.91
H 1.69 -2.98 -1.04
H -2.61 2.75 0.69
H -5.57 2.80 3.45
H -1.16 2.14 4.94
H 3.80 -1.54 -5.19
H -3.74 0.77 1.05
H -1.46 0.34 -4.08
H -3.18 0.83 -2.34
H -2.19 -2.12 5.94

Mulliken population analysis, charges in e, atoms 1 to 2: 6.617 -1.008

Computed, not measured: the molecule C17H17N3S, with wB97M-V/def2-TZVPD.

HOMO level	-7.6	eV
2S+1	1
strongest force on any atom	0.018	Eh/bohr
LUMO level	0.34	eV
relative energy (zero: lowest compared OMol25 entry of this formula, charge and spin)	0.0	kJ/mol

Cartesian coordinates (Å):
S -0.80 -1.74 -1.82
N -2.90 -0.13 -1.44
N -2.84 1.58 0.19
N -1.07 2.07 1.53
C 0.31 4.45 2.41
C 0.29 1.97 2.01
C -1.14 4.49 1.87
C -1.85 3.16 2.08
C 0.62 3.08 3.01
C 1.78 -2.26 -0.92
C -1.58 1.30 0.56
C 4.06 -3.86 -1.16
C 2.87 -4.23 -1.78
C -3.42 0.88 -0.76
C 0.59 -1.43 -0.80
C 4.10 -2.69 -0.42
C 1.75 -3.44 -1.66
C 2.98 -1.89 -0.30
C -0.90 0.21 -0.08
C -1.66 -0.44 -1.08
C 0.38 -0.39 0.05
H 1.68 3.01 3.26
H 4.94 -4.48 -1.25
H 1.01 4.64 1.59
H 2.83 -5.14 -2.35
H 0.45 1.00 2.49
H -4.43 1.16 -1.02
H -1.13 4.72 0.80
H 0.83 -3.73 -2.14
H 0.05 2.93 3.93
H 0.46 5.21 3.16
H -2.03 2.98 3.15
H -2.82 3.16 1.57
H 1.12 -0.09 0.76
H 3.05 -0.98 0.26
H -1.71 5.28 2.37
H 0.98 2.06 1.15
H 5.03 -2.39 0.06

Mulliken population analysis, charges in e, atoms 1 to 2: -0.379 -0.659

Computed, not measured: a structure of composition C4H7IN2O at a distorted geometry, with wB97M-V/def2-TZVPD.

HOMO level	-8.9	eV
2S+1	1
strongest force on any atom	0.110	Eh/bohr
LUMO level	0.43	eV
relative energy (zero: lowest compared OMol25 entry of this formula, charge and spin)	223.9	kJ/mol

Cartesian coordinates (Å):
I -2.47 0.50 1.50
O 1.80 1.90 0.04
N 0.60 0.34 1.03
N 1.31 -0.02 2.15
C 0.95 1.03 -0.08
C -0.60 -0.61 -0.94
C 0.05 0.71 -1.25
C -0.97 -0.62 0.55
H 0.51 0.61 -2.24
H 1.16 0.67 2.94
H -1.47 -0.90 -1.65
H 2.24 -0.23 1.99
H -1.04 -1.62 1.04
H -0.73 1.47 -1.22
H 0.23 -1.25 -0.94

Mulliken population analysis, charges in e, atoms 1 to 2: 0.097 -0.654

Computed, not measured: a cluster of 14 separate species, C42H74O42 in total at a distorted geometry, with wB97M-V/def2-TZVPD.

HOMO level	-10.5	eV
2S+1	1
strongest force on any atom	0.043	Eh/bohr
LUMO level	0.07	eV
relative energy (zero: lowest compared OMol25 entry of this formula, charge and spin)	0.0	kJ/mol

Cartesian coordinates (Å):
O 0.38 6.15 0.63
O 5.73 -3.62 1.52
O 2.49 -0.77 4.28
O 1.21 -6.46 2.34
O -5.28 -6.29 1.80
O -0.60 2.97 -3.61
O 1.41 2.10 -5.91
O 1.71 1.05 3.21
O -3.86 -5.94 0.09
O 2.53 3.48 -7.28
O 0.46 1.58 0.25
O 0.15 -0.43 1.14
O 0.39 2.90 -7.62
O -1.64 6.60 1.46
O 4.05 4.24 -1.44
O 0.96 3.95 -2.37
O 2.73 -5.27 1.21
O 0.50 -0.57 -3.52
O 4.01 3.85 0.73
O 0.33 -0.08 4.36
O 1.50 -2.77 -1.76
O -0.70 5.12 -3.39
O 1.41 -1.02 -5.41
O -4.50 1.80 6.94
O -3.09 1.74 -1.27
O -3.67 0.01 5.82
O 1.01 -4.94 -1.62
O -2.72 3.91 -1.44
O -1.47 1.12 1.22
O -0.04 8.20 1.41
O 4.73 2.24 -0.67
O 4.35 -2.53 0.11
O -4.25 -3.97 4.56
O -0.84 -0.67 -5.33
O -3.09 2.16 5.36
O 1.51 -4.29 2.83
O -3.13 -5.79 2.18
O 6.18 -3.31 -0.69
O -2.47 -2.80 3.87
O -0.05 -3.45 -0.31
O -4.52 3.15 -0.33
O -4.62 -2.30 3.29
C 1.85 -5.27 2.26
C -2.49 -5.61 -0.06
C 1.32 -1.68 -6.64
C 0.72 -3.69 -1.17
C -3.39 3.00 -1.04
C -0.71 -1.43 1.69
C -3.65 -3.01 3.84
C -0.64 -0.43 -2.68
C -0.33 4.89 0.58
C -1.95 -5.61 1.39
C 3.56 -2.01 1.20
C 3.80 5.26 0.62
C -0.21 6.35 -2.90
C 2.99 1.63 3.07
C -4.20 -6.03 1.39
C -3.90 0.69 -0.75
C -3.38 -4.81 5.29
C -0.42 7.10 1.20
C -0.36 0.76 0.89
C -4.27 -1.18 2.50
C 1.91 -4.83 -2.73
C -5.47 1.00 7.58
C 7.45 -3.93 -0.54
C -1.62 5.16 1.35
C -1.54 3.09 -4.67
C 1.54 2.89 -6.96
C -4.97 4.48 -0.08
C 1.59 -0.02 4.00
C 4.33 3.35 -0.48
C 0.02 4.02 -3.12
C -0.12 -1.17 5.18
C 1.68 1.16 -0.37
C 2.50 -3.44 -2.53
C -2.23 1.73 4.28
C 1.45 -7.23 1.14
C -3.75 1.20 6.01
C 5.45 -3.19 0.43
C 2.70 -6.53 0.58
C 0.24 -0.72 -4.81
C 3.51 5.46 -0.88
C 2.34 2.16 -4.86
C 0.35 3.79 -8.74
H 2.18 -1.45 -7.27
H -6.40 1.57 7.66
H -1.51 -4.64 1.62
H 2.19 1.35 -4.15
H 7.79 -3.89 0.49
H 4.13 -1.35 1.86
H -1.18 -1.10 5.43
H -0.64 6.58 -1.91
H 1.01 3.41 -9.52
H 3.47 1.85 4.02
H -3.32 -0.22 -0.82
H 0.25 4.10 1.05
H -0.17 -2.35 1.86
H -1.27 3.93 -5.31
H -1.19 1.90 4.56
H 2.68 -1.52 0.81
H 3.38 2.19 -5.18
H 2.79 -2.91 -3.43
H -4.80 0.55 -1.35
H 1.35 -4.89 -3.67
H 0.05 -2.13 4.70
H -0.96 -1.12 2.70
H -5.06 -1.05 1.76
H -0.42 4.71 -0.49
H 1.70 -8.20 1.54
H 2.52 1.58 0.18
H 7.44 -4.95 -0.90
H 1.78 1.61 -1.36
H -1.52 2.17 -5.24
H -0.33 -0.37 -1.64
H -2.55 3.24 -4.29
H 3.58 -7.14 0.78
H 0.47 -1.12 6.10
H -1.31 -1.28 -2.83
H -5.14 0.79 8.60
H 3.32 -2.92 1.75
H 3.67 1.03 2.46
H -2.43 0.67 4.11
H -3.96 -5.41 5.99
H 3.01 5.53 1.31
H 0.62 4.81 -8.48
H -2.57 2.20 3.37
H -4.11 -0.31 3.14
H 2.86 2.57 2.53
H -2.79 -5.42 4.61
H 4.13 6.27 -1.26
H 2.58 -6.47 -0.50
H 2.68 -5.60 -2.71
H 2.46 5.47 -1.14
H -2.36 -4.61 -0.46
H 0.60 -7.16 0.47
H 4.70 5.80 0.91
H -1.64 4.67 2.32
H 8.18 -3.32 -1.08
H -4.24 5.24 -0.33
H 3.44 -3.43 -1.97
H 0.87 6.35 -2.80
H -0.54 7.16 -3.54
H -1.14 0.54 -2.83
H -1.21 -6.36 1.66
H -2.68 -4.25 5.92
H -0.67 3.75 -9.13
H -4.29 0.95 0.23
H -5.89 4.62 -0.65
H 0.45 -1.40 -7.24
H -5.68 0.05 7.10
H -1.58 -1.57 1.06
H 2.25 3.07 -4.26
H -5.21 4.54 0.98
H -2.43 4.90 0.67
H 1.30 -2.76 -6.50
H -1.96 -6.30 -0.71
H 1.70 0.08 -0.39
H -3.35 -1.33 1.94

Mulliken population analysis, charges in e, atoms 1 to 2: -0.392 -0.570

Computed, not measured: a structure of composition C34H39N5O4P2Pd at a distorted geometry, with wB97M-V/def2-TZVPD.

HOMO level (spin up / spin down)	-11.0 / -12.4	eV
2S+1	5
charge	+2
strongest force on any atom	0.097	Eh/bohr
LUMO level (spin up / spin down)	-5.61 / -9.53	eV
relative energy (zero: lowest compared OMol25 entry of this formula, charge and spin)	113.6	kJ/mol

Cartesian coordinates (Å):
Pd -0.67 0.22 -2.84
P -7.24 -3.18 -1.98
P -5.04 -5.67 -1.94
O 1.83 -0.03 -0.46
O 7.67 4.02 1.12
O 7.54 3.81 -1.06
O 1.81 0.47 1.77
N -4.90 -6.19 -0.23
N -8.57 -3.01 -3.21
N -4.56 -7.25 -2.63
N 7.13 3.55 0.09
N -8.16 -2.34 -0.71
C -2.93 -1.75 -0.28
C -4.14 -7.35 -3.97
C -2.28 0.06 1.41
C -0.60 -1.21 2.75
C -9.86 -3.54 -3.26
C 5.37 2.19 -0.93
C -4.50 -9.46 -3.18
C 4.26 1.72 1.60
C -0.57 -2.57 0.57
C -10.44 -3.26 -4.48
C -7.60 -1.42 0.18
C -5.62 -7.10 0.53
C 2.28 0.47 0.60
C 5.45 2.44 1.51
C -9.77 -1.74 0.77
C 6.00 2.70 0.23
C -9.46 -2.57 -5.26
C -7.74 -4.90 -1.44
C -2.03 -2.84 0.34
C 3.61 1.21 0.45
C -8.33 -2.43 -4.47
C -6.87 -6.00 -2.05
C -4.26 -5.96 1.94
C -4.82 -8.55 -2.18
C -4.06 -8.69 -4.32
C -8.58 -1.02 1.09
C 4.19 1.45 -0.81
C 0.00 -1.97 1.61
C -5.23 -7.01 1.86
C -2.08 -0.82 2.59
C -2.78 -0.37 0.24
C -4.07 -5.48 0.65
C -9.48 -2.57 -0.30
C -0.60 1.58 -1.44
H -0.51 -1.74 3.71
H -10.27 -4.14 -2.45
H 3.72 1.08 -1.71
H -8.46 -0.30 1.89
H -2.75 -1.70 -1.37
H -7.35 -2.00 -4.67
H 3.83 1.56 2.59
H 5.82 2.39 -1.90
H -3.78 -5.57 2.83
H -7.70 -4.93 -0.35
H -1.60 1.69 -0.96
H -10.10 -3.33 -0.75
H -2.72 -1.71 2.56
H -3.72 -9.09 -5.26
H -6.37 -7.74 0.08
H -5.60 -7.61 2.67
H 0.02 -0.30 2.83
H -5.21 -8.74 -1.19
H -11.44 -3.54 -4.77
H -2.07 -3.66 -0.38
H -3.98 -2.12 -0.17
H 0.24 1.27 -0.74
H -7.08 -6.13 -3.13
H -10.75 -1.65 1.24
H -2.35 -0.24 3.49
H -6.56 -1.14 0.08
H 1.03 -2.21 1.86
H 5.95 2.83 2.40
H -7.14 -6.95 -1.57
H -3.45 -4.71 0.25
H -8.77 -5.10 -1.73
H -4.56 -10.53 -3.09
H -2.01 1.12 1.52
H -9.56 -2.25 -6.29
H -2.95 0.34 -0.57
H -2.55 -3.21 1.23
H 0.08 -2.96 -0.24
H -3.93 -6.45 -4.53
H -0.31 2.49 -2.02

Mulliken population analysis, charges in e, atoms 1 to 2: 0.109 0.023